# 1
{"formula": "C2H5BrN2O2", "method": "ωB97M-V with the def2-TZVPD basis set", "symbols": ["H", "O", "Br", "N", "H", "H", "H", "O", "C", "N", "H", "C"], "positions_angstrom": [[-1.892963, 0.364603, -0.695397], [-1.270202, -1.600175, -0.859906], [2.674707, 0.525238, -0.128896], [-0.451217, -1.384568, -0.001389], [0.908196, 1.189245, 1.407615], [1.093330, -0.468913, 1.745240], [-0.545501, 0.704282, -1.928493], [0.025838, -2.161534, 0.790657], [1.039451, 0.250905, 0.902565], [-0.115490, -0.074590, 0.099580], [-0.667144, 1.878631, -0.471864], [-0.799006, 0.776871, -0.859708]], "forces_ev_per_a": [[1.9, 1.8, -0.9], [-0.5, -1.4, -0.5], [0.0, -0.4, 0.1], [0.0, 0.5, 0.2], [-0.3, 0.6, -0.2], [0.6, 0.1, -1.1], [0.3, -0.3, 0.6], [0.2, -0.7, 0.1], [-1.0, -0.2, 0.6], [1.6, 0.7, 0.2], [-0.4, -2.2, -0.9], [-2.2, 1.5, 1.8]], "molar_mass_g_mol": 168.98, "homo_ev": -10.373, "total_charge": 0, "relative_energy_kcal_mol": 113.5}

---

# 2
{"formula": "C2H5BrNO2", "method": "ωB97M-V with the def2-TZVPD basis set", "symbols": ["Br", "H", "O", "C", "H", "N", "O", "C", "H", "H", "H"], "positions_angstrom": [[-3.675322, -0.021870, -0.204073], [0.937608, -1.307343, 0.100717], [-2.064933, 0.736370, -0.342303], [0.357763, 0.628688, 0.003476], [0.699073, 1.548865, -0.655759], [1.433693, -0.347252, 0.251968], [-0.833914, -1.412240, -0.491221], [-0.908338, -0.224459, -0.432846], [2.117675, -0.463528, -0.424547], [-0.009444, 1.032146, 0.978116], [1.946135, -0.169376, 1.216477]], "forces_ev_per_a": [[-0.9, -0.5, 0.0], [0.5, 1.1, 1.3], [4.1, -2.7, -0.6], [-1.2, 2.1, -0.7], [-0.9, -2.2, 1.2], [-0.9, -1.3, 3.1], [-0.8, 0.9, -0.3], [-1.1, 2.9, 1.2], [2.0, 0.7, -2.0], [0.7, -0.2, -0.7], [-1.5, -0.9, -2.3]], "molar_mass_g_mol": 154.97, "homo_ev": -14.047, "total_charge": 1, "relative_energy_kcal_mol": 14.6}

---

# 3
{"formula": "C2H5BrOS", "method": "ωB97M-V with the def2-TZVPD basis set", "symbols": ["H", "H", "S", "H", "C", "Br", "H", "C", "H", "O"], "positions_angstrom": [[1.705762, -0.530821, -0.369639], [1.584496, 1.226801, 0.143914], [-2.073055, 1.174130, -0.888690], [0.633250, 0.512949, -1.239154], [0.128043, -0.272159, 0.634147], [-0.237093, 0.529823, 2.272028], [-1.458485, 0.259317, -1.533433], [1.109991, 0.315602, -0.286896], [-1.077393, -1.758341, 0.922844], [-0.315516, -1.457302, 0.344880]], "forces_ev_per_a": [[2.3, -1.2, -0.7], [-0.3, -0.9, -0.5], [-0.2, 0.9, 1.6], [0.1, 0.1, -0.1], [-2.4, 2.0, -0.5], [0.1, -0.4, 0.3], [0.8, -1.4, -1.2], [-0.7, 1.2, 1.0], [1.1, 0.6, -0.8], [-0.8, -1.0, 1.0]], "molar_mass_g_mol": 157.03, "homo_ev": [-7.154, -7.909], "total_charge": 0, "relative_energy_kcal_mol": 64.7}